Record 1
{"formula": "C3H3BrN2O4P", "method": "ωB97M-V with the def2-TZVPD basis set", "species": ["C", "C", "C", "N", "N", "O", "O", "O", "O", "P", "Br", "H", "H", "H"], "xyz": [[1.92181, 1.07733, 0.00905], [2.64548, -0.16852, -0.17718], [0.84108, -1.60189, -0.75645], [0.63739, 0.93778, -0.08186], [1.99008, -1.27493, -0.57664], [-1.17624, -3.06393, 0.03752], [-0.34197, -1.40071, 1.67186], [-1.57880, -0.48264, -0.52196], [-0.29232, 1.92295, 0.30195], [-0.74023, -1.46445, 0.21646], [4.49994, -0.30049, 0.12410], [2.69204, 1.79132, 0.27668], [-1.76347, -3.21075, -0.79042], [-1.05311, 1.34172, 0.46768]], "mulliken_charge": [0.0473, 0.0870, 0.0064, -0.3104, -0.1809, -0.5355, -0.7367, -0.7244, -0.4066, 1.0204, -0.2331, 0.2750, 0.3071, 0.3844], "charge": -1, "spin_multiplicity": 1, "e_lumo_ha": [0.1101, 0.1101], "de_lowest_kcal_mol": 71.5}

=====

Record 2
{"formula": "C16H16N4O2S", "method": "ωB97M-V with the def2-TZVPD basis set", "species": ["C", "C", "C", "C", "C", "C", "C", "S", "C", "N", "N", "C", "C", "C", "C", "N", "N", "C", "C", "O", "O", "C", "C", "H", "H", "H", "H", "H", "H", "H", "H", "H", "H", "H", "H", "H", "H", "H", "H"], "xyz": [[-4.57538, -1.46470, 1.32243], [-3.52151, -0.70655, 0.58125], [-3.48320, 0.68961, 0.65112], [-2.51093, 1.40622, 0.00013], [-1.52935, 0.75579, -0.75773], [-0.44433, 1.41809, -1.43586], [-0.24674, 2.88812, -1.30597], [0.42611, 3.29644, 0.38717], [0.95680, 1.69865, 0.84974], [0.29508, 0.79873, 1.51986], [1.01792, -0.32049, 1.52046], [2.12244, -0.11590, 0.83888], [3.15117, -1.10195, 0.53830], [3.41176, -2.20838, 1.52793], [2.70095, -2.51521, 0.25731], [2.14427, 1.17525, 0.40438], [3.08878, 1.81337, -0.38919], [0.45727, 0.67124, -2.11491], [0.38738, -0.77639, -2.17153], [1.18620, -1.48301, -2.73737], [-0.65194, -1.36481, -1.51390], [-1.56827, -0.64663, -0.82548], [-2.56014, -1.36249, -0.16200], [-4.60064, -2.50538, 1.01197], [-5.55513, -1.01992, 1.15869], [-4.36816, -1.42867, 2.39158], [-4.22734, 1.20819, 1.23687], [-2.49644, 2.48081, 0.08844], [0.47615, 3.25441, -2.03384], [-1.17401, 3.45052, -1.39070], [3.98049, -0.71465, -0.03947], [2.82981, -2.18950, 2.43580], [4.43207, -2.53886, 1.65068], [1.64007, -2.70084, 0.30445], [3.21470, -3.05229, -0.52388], [2.82181, 2.79642, -0.45460], [4.01313, 1.74143, 0.03088], [1.30495, 1.11190, -2.61706], [-2.54578, -2.43859, -0.23484]], "mulliken_charge": [-1.5095, 1.0413, -1.0075, -0.6474, 1.1015, 0.9160, -1.1814, -0.2547, 0.1550, -0.3106, -0.5178, 0.6157, -0.0649, -0.7877, -0.5797, 0.5471, -0.9593, -0.2664, 0.0264, -0.6456, -0.4600, -0.0363, -0.7237, 0.3600, 0.3861, 0.3005, 0.3931, 0.2918, 0.4947, 0.5537, 0.4976, 0.2800, 0.2980, 0.2055, 0.2719, 0.2214, 0.2533, 0.3540, 0.3877], "charge": 0, "spin_multiplicity": 1, "smiles": "Cc1ccc2c(CSc3nnc(C4CC4)n3N)cc(=O)oc2c1", "e_lumo_ha": -0.0006, "de_lowest_kcal_mol": 69.4}

=====

Record 3
{"formula": "C17H19NO", "method": "ωB97M-V with the def2-TZVPD basis set", "species": ["C", "C", "C", "N", "C", "C", "C", "C", "C", "C", "H", "H", "H", "H", "H", "H", "H", "H", "H", "C", "C", "C", "C", "C", "C", "O", "C", "C", "H", "H", "H", "H", "H", "H", "H", "H", "H", "H"], "xyz": [[-3.07952, -1.41793, -1.17133], [-2.15750, -2.07014, -0.20269], [-2.50933, -2.87165, 0.83370], [-1.40491, -3.24377, 1.56334], [-0.29053, -2.70337, 0.96035], [1.04484, -2.73992, 1.35186], [1.96817, -2.10530, 0.53544], [1.58145, -1.49974, -0.66704], [0.24362, -1.30856, -0.93099], [-0.72238, -1.92037, -0.12444], [-4.09376, -1.79938, -1.14095], [-2.72864, -1.54967, -2.19971], [-3.03468, -0.33383, -1.05135], [-3.50807, -3.27474, 0.97930], [-1.37074, -3.99793, 2.22523], [1.37130, -3.19306, 2.27307], [2.99301, -2.10922, 0.87707], [2.32908, -0.95761, -1.23191], [-0.11461, -0.64224, -1.70599], [-1.85246, 2.64317, -1.22498], [-0.40323, 2.42935, -1.65336], [0.63905, 2.15870, -0.56950], [0.30336, 1.48544, 0.58874], [1.24566, 1.25604, 1.60240], [2.50655, 1.75072, 1.40321], [3.47300, 1.70389, 2.40259], [2.90017, 2.35539, 0.20688], [1.93546, 2.62516, -0.74919], [-1.97911, 2.44628, -0.16301], [-2.54622, 2.02184, -1.79606], [-2.16233, 3.67069, -1.40614], [-0.29544, 1.57701, -2.33117], [-0.05098, 3.25537, -2.26064], [-0.68993, 1.15423, 0.85162], [0.92384, 0.71501, 2.48729], [3.34383, 0.89217, 2.91706], [3.94649, 2.63238, 0.24925], [2.24550, 2.96558, -1.72797]], "mulliken_charge": [-1.1364, 0.3570, -0.7310, -0.0503, -0.3656, -0.9778, -0.2826, -1.1246, 0.2386, 1.0258, 0.3855, 0.3136, 0.0895, 0.3828, 0.2275, 0.4008, 0.4520, 0.3531, 0.4205, -1.1152, -0.7232, 0.6569, -0.0349, -0.8531, 0.7970, -0.5935, -0.7578, -0.4740, 0.3524, 0.2013, 0.3573, 0.2757, 0.4520, 0.1424, 0.2954, 0.3091, 0.4035, 0.3303], "charge": 0, "spin_multiplicity": 1, "smiles": "Cc1c[nH]c2ccccc12.CCc1ccc(O)cc1", "e_lumo_ha": 0.0288, "de_lowest_kcal_mol": 34.3}

=====

Record 4
{"formula": "C7H14N2O5", "method": "ωB97M-V with the def2-TZVPD basis set", "species": ["C", "C", "O", "C", "N", "C", "O", "C", "N", "C", "O", "C", "O", "O", "H", "H", "H", "H", "H", "H", "H", "H", "H", "H", "H", "H", "H", "H"], "xyz": [[1.48479, -1.31331, 1.80806], [0.45212, -1.64262, 0.78411], [-0.76952, -1.28603, 1.39285], [0.53048, -0.80618, -0.50729], [-0.80874, -0.69976, -1.12236], [-1.68004, 0.34839, -0.90146], [-2.84530, 0.15621, -1.14339], [-1.31132, 1.78066, -0.38465], [-1.38560, 1.70702, 1.07218], [0.14382, 2.14392, -0.81338], [1.01102, 1.88094, 0.22470], [1.55116, -1.33081, -1.51760], [2.56797, -1.83416, -1.13490], [1.16289, -1.10987, -2.77274], [2.44374, -1.37613, 1.33974], [1.37402, -1.96162, 2.70738], [1.35597, -0.35812, 2.21312], [0.43767, -2.74458, 0.57724], [-1.20741, -2.09377, 1.75626], [0.86399, 0.19847, -0.09495], [-1.38501, -1.55478, -1.09247], [-2.06140, 2.47231, -0.80639], [-2.27360, 2.17544, 1.39183], [-1.44091, 0.76300, 1.39295], [0.45635, 1.61955, -1.68700], [0.36882, 3.23625, -1.07752], [0.59705, 2.19195, 1.02811], [0.36701, -0.56237, -2.63243]], "mulliken_charge": [-1.5585, 0.0362, -0.5360, 0.8121, -0.2353, 0.1959, -0.6559, 0.7510, -0.7447, -1.0613, -0.5840, 0.3840, -0.5504, -0.5565, 0.3755, 0.3603, 0.3804, 0.4720, 0.3070, -0.1792, 0.2115, 0.4314, 0.2732, 0.2032, 0.3306, 0.2882, 0.3927, 0.4566], "charge": 0, "spin_multiplicity": 1, "smiles": "C[C@@H](O)[C@H](NC(=O)[C@@H](N)CO)C(=O)O", "e_lumo_ha": 0.0141, "de_lowest_kcal_mol": 35.2}

=====

Record 5
{"formula": "C7H27NO6", "method": "ωB97M-V with the def2-TZVPD basis set", "species": ["C", "C", "C", "C", "C", "N", "C", "C", "H", "H", "H", "H", "H", "H", "H", "H", "H", "H", "H", "H", "H", "H", "H", "O", "H", "H", "O", "H", "H", "O", "H", "H", "O", "H", "H", "O", "H", "H", "O", "H", "H"], "xyz": [[-0.94214, 1.75883, 1.43372], [-1.33042, 2.33246, 0.10470], [-0.12793, 2.26999, -0.85524], [0.52461, 0.90645, -0.90695], [1.70296, 0.66358, -1.62102], [2.09142, -0.69153, -1.81644], [2.08289, -1.67703, -0.77129], [2.81249, -1.40281, 0.43609], [-1.68271, 2.14656, 2.12630], [-0.52701, 0.68091, 1.63020], [-0.19022, 2.39098, 1.99825], [-2.26609, 1.89432, -0.19521], [-1.58870, 3.37478, 0.15930], [-0.53250, 2.52288, -1.87616], [0.59780, 3.17616, -0.59672], [0.13309, 0.15925, -0.20389], [2.22274, 1.39121, -2.24658], [3.06272, -0.69202, -2.21471], [0.99570, -1.99757, -0.28200], [2.35759, -2.63366, -1.22518], [3.90415, -1.45289, 0.05678], [2.82904, -2.31126, 1.11111], [2.70364, -0.57693, 1.08048], [-0.48842, -1.47803, -3.33581], [0.37090, -1.63873, -3.80152], [-0.22478, -0.89565, -2.60114], [-3.95894, -0.19559, 0.49260], [-3.67070, -0.68789, -0.30005], [-3.97957, 0.74307, 0.45922], [-2.77666, -1.73284, -1.74489], [-2.41043, -2.47703, -2.13321], [-2.16947, -1.01357, -2.05168], [-1.83846, -1.29810, 2.13861], [-2.36473, -1.95251, 2.63444], [-2.51117, -0.93688, 1.46504], [1.93757, 2.00518, 2.67166], [1.31082, 1.70574, 2.04028], [2.70489, 2.17667, 2.29905], [0.77388, -1.76401, 2.01123], [0.67463, -0.78143, 2.34313], [-0.21243, -2.01107, 2.08750]], "mulliken_charge": [-1.1523, -0.3068, -0.7577, 0.2603, -1.0429, -0.0726, -0.3252, -1.0142, 0.3961, 0.1262, 0.2695, 0.1264, 0.4057, 0.2849, 0.2458, 0.6013, 0.3577, 0.2927, 0.0151, 0.4772, 0.3203, 0.3579, 0.1345, -0.7166, 0.3152, 0.3245, -0.7179, 0.4128, 0.2727, -0.6832, 0.3042, 0.3780, -0.6450, 0.2645, 0.3967, -0.6150, 0.3134, 0.2789, -0.6013, 0.2962, 0.4219], "charge": 0, "spin_multiplicity": 1, "smiles": "CCC/C=C/NCC.O.O.O.O.O.O", "e_lumo_ha": 0.0194, "de_lowest_kcal_mol": 99.5}

=====

Record 6
{"formula": "C5H10N2", "method": "ωB97M-V with the def2-TZVPD basis set", "species": ["C", "C", "N", "C", "C", "N", "C", "H", "H", "H", "H", "H", "H", "H", "H", "H", "H"], "xyz": [[-2.05183, 0.97418, -0.55549], [-0.74074, 0.69556, 0.16350], [-0.82337, -0.54445, 1.00014], [0.49396, -1.26480, 0.89652], [1.38118, -0.29504, 0.20866], [1.77302, 0.07824, -1.10841], [0.38453, 0.18883, -0.77926], [-1.77431, 1.65284, -1.44331], [-2.88218, 1.32606, 0.10081], [-2.47709, 0.11086, -0.99050], [-0.48717, 1.59941, 0.72581], [-0.91669, -0.25689, 2.00636], [0.43244, -2.13081, 0.21729], [0.86009, -1.67484, 1.89010], [1.56336, 0.55109, 0.90737], [2.30742, 0.94649, -1.01603], [-0.07604, -0.65307, -1.24363]], "mulliken_charge": [-1.4698, 0.3316, -0.5036, -0.6951, 0.1858, -0.5818, -0.2349, 0.3009, 0.3375, 0.3511, 0.3031, 0.2956, 0.2674, 0.3256, 0.1979, 0.2867, 0.3022], "charge": 0, "spin_multiplicity": 1, "smiles": "C[C@H]1NC[C@H]2N[C@H]12", "e_lumo_ha": 0.0364, "de_lowest_kcal_mol": 101.8}

=====

no.,E_tot (a.u.)
1,-3441.9742
2,-1386.9492
3,-789.1824
4,-760.8291
5,-788.9686
6,-305.8617